# 1
A cluster of 2 separate species, C4H7NO4Si in total at a distorted geometry, computed with the ωB97M-V functional and the def2-TZVPD basis.

Calculated values
- energy relative to the best compared isomer or geometry (same formula, charge and spin) (kcal/mol) = 19.8
- LUMO (spin up / spin down) (eV) = -1.175 / -1.174
- Kohn-Sham gap (spin up / spin down) (eV) = 7.3 / 7.3
- energy (eV) = -21814.4744

The geometry in XYZ format:
```
17
Properties=species:S:1:pos:R:3:forces:R:3
C 0.5419 1.6743 -0.9958 -0.663 -0.982 1.627
C -0.4998 1.0805 -0.4393 -2.351 -0.924 0.124
C -0.4983 0.0485 0.6769 1.011 -0.065 1.656
C -1.9309 1.3153 -0.8451 -0.020 2.155 2.722
N 1.2543 -2.2854 -0.9694 -1.380 2.230 3.560
O 0.1784 -2.2392 -1.5358 0.386 -0.397 -0.587
O -1.4353 -0.2649 1.4219 1.532 0.812 -2.072
O 2.2817 -2.7574 -1.3264 0.750 -0.724 -0.993
O 0.9431 -1.4667 2.7975 0.798 0.216 -0.873
Si 1.1526 -0.8812 1.2906 0.714 -1.108 -1.102
H 0.5150 2.4980 -1.6306 -0.492 0.996 -1.333
H 1.4800 1.4505 -0.6272 2.126 -0.572 0.604
H -2.3463 2.1429 -0.1386 0.734 -0.868 -1.282
H -2.4975 0.4953 -0.4179 -0.496 -0.408 -1.270
H -1.9809 1.6779 -1.8561 -0.613 -0.455 -0.389
H 0.1818 -1.8560 3.1967 -0.972 -0.207 0.097
H 2.6602 -0.6325 1.3987 -1.063 0.300 -0.487
```
Positions in Å, forces in eV/Å.



# 2
The molecule C4H7NO5 at a distorted geometry, computed with the ωB97M-V functional and the def2-TZVPD basis.

Calculated values
- energy relative to the best compared isomer or geometry (same formula, charge and spin) (kcal/mol) = 0.0
- LUMO (eV) = 0.521
- Kohn-Sham gap (eV) = 10.7
- SMILES = N[C@@](O)(CC(=O)O)C(=O)O
- energy (eV) = -15989.9319

The geometry in XYZ format:
```
17
Properties=species:S:1:pos:R:3:forces:R:3
N -1.7438 -0.8457 -0.5762 -0.596 -0.768 0.436
C -0.5811 -0.3108 0.1062 -0.332 0.573 0.641
O -0.4373 -0.9781 1.3157 -0.008 -0.620 0.401
C 0.6769 -0.4298 -0.7489 0.334 -0.406 -0.241
C 1.8720 0.3426 -0.2240 -0.111 -0.160 0.192
O 2.4267 1.2481 -0.7860 -0.109 -0.372 0.281
O 2.2584 -0.1738 0.9730 0.170 0.151 -0.526
C -0.9038 1.1916 0.4498 0.412 -1.551 1.125
O -0.5158 1.6474 1.5018 -0.074 0.281 -0.899
O -1.6819 1.7978 -0.3997 -0.901 0.846 -1.073
H -1.4745 -1.4824 -1.3006 0.241 -0.281 -0.510
H -2.2804 -1.4396 0.0916 0.507 0.927 -0.499
H -0.0670 -0.3847 1.9834 0.010 0.217 -0.156
H 0.9857 -1.4998 -0.7893 -0.381 0.616 0.070
H 0.4609 -0.0825 -1.7505 0.083 0.139 -0.273
H 3.1065 0.2282 1.2028 0.015 0.246 0.115
H -2.1017 1.1715 -1.0490 0.740 0.160 0.916
```
Positions in Å, forces in eV/Å.



# 3
A cluster of 2 separate species, C4H7NOS in total at a distorted geometry, computed with the ωB97M-V functional and the def2-TZVPD basis.

Calculated values
- energy relative to the best compared isomer or geometry (same formula, charge and spin) (kcal/mol) = 87.3
- LUMO (eV) = 0.462
- Kohn-Sham gap (eV) = 8.0
- energy (eV) = -18630.7638

The geometry in XYZ format:
```
14
Properties=species:S:1:pos:R:3:forces:R:3
C 1.9982 -0.8281 -0.6809 -1.648 -0.118 -0.543
C 0.9123 -0.2118 -0.2609 -2.715 -1.655 -1.335
C -1.2396 -0.6880 -1.1967 1.888 1.261 1.192
C 1.2126 0.2503 2.4567 -0.226 -1.584 0.084
N -1.8106 0.4998 -0.8626 -1.711 -0.866 0.077
O -1.5618 -1.6417 -1.8084 0.127 0.171 0.018
S 0.5852 0.9586 0.9134 0.453 1.626 0.769
H 2.9451 -0.4022 -0.5451 1.489 0.199 0.605
H 1.8722 -1.6906 -1.3210 0.216 0.032 -0.208
H 0.6983 0.6811 3.3187 0.379 0.743 -0.248
H 2.3418 0.3274 2.5091 -1.554 -0.433 0.126
H 0.7363 -0.7832 2.4958 1.441 0.812 -0.210
H -1.3082 0.9156 -0.0687 -0.605 0.107 -0.289
H -2.8893 0.5783 -0.8606 2.467 -0.296 -0.039
```
Positions in Å, forces in eV/Å.



Question: Look up the energy of the first one.
Answer: -21814.4744 eV



Question: energy of number 1 (C4H7NO4Si)?
Answer: -21814.4744 eV



Question: What is the formula in the third record?
Answer: C4H7NOS



Question: Look up the energy of the first one.
Answer: -21814.4744 eV